Entry from OMol25: C4H6N2O in the gas phase (wB97M-V/def2-TZVPD).

Element x y z (Å)
1 N 0.37562 -0.15065 2.10039
2 C 0.19909 -0.16819 0.69524
3 N 1.03703 -0.90196 -0.11719
4 C 0.72372 -0.68904 -1.42807
5 C -0.32675 0.20108 -1.48936
6 C -0.67304 0.49002 -0.13964
7 O -1.69300 1.29900 0.29057
8 H -0.53421 -0.07193 2.54284
9 H 0.90901 0.67255 2.37419
10 H 1.77203 -1.49426 0.23519
11 H 1.25483 -1.19994 -2.21790
12 H -0.74091 0.63677 -2.39398
13 H -2.30344 1.37655 -0.45228

Forces on the atoms, in the same order (eV/Å):
N -0.159 0.141 -0.172
C -0.077 0.127 -0.281
N -0.034 0.057 0.060
C 0.058 0.045 -0.110
C 0.224 -0.294 0.120
C 0.265 -0.029 -0.119
O -0.054 0.085 -0.138
H 0.119 -0.077 0.073
H -0.096 -0.170 0.022
H -0.161 0.082 -0.064
H -0.017 0.152 0.097
H -0.056 -0.237 0.266
H -0.012 0.118 0.246

Output
HOMO (eV): -7.64
SMILES string: Nc1[nH]ccc1O
Gap between HOMO and LUMO (hartree): 0.3147
ΔE to the lowest compared entry with this formula, charge and spin (kcal/mol): 22.7

Entry from OMol25: C4H6N2O in the gas phase at a distorted geometry (wB97M-V/def2-TZVPD).

Element x y z (Å)
1 O -0.17354 0.36950 -2.63541
2 C 0.89610 0.37358 -2.03514
3 N 1.29594 -0.70449 -1.26274
4 C 0.99938 -0.92532 0.00337
5 N 0.20820 -0.16141 0.85473
6 C -0.93906 -0.28625 1.65952
7 C -0.94412 0.64879 0.46382
8 H 1.65447 1.36105 -2.12050
9 H 1.50664 -1.81580 0.52310
10 H -1.61159 -1.20945 1.60366
11 H -0.81505 0.23060 2.70136
12 H -0.72427 1.73819 0.65925
13 H -1.35310 0.38100 -0.41504

Forces on the atoms, in the same order (eV/Å):
O 1.663 0.364 0.450
C -0.937 1.616 -0.340
N 0.185 0.165 2.964
C 0.413 -0.654 -0.995
N 1.472 0.137 -1.983
C -1.349 -0.056 1.698
C 2.815 1.860 3.710
H -1.556 -2.678 0.280
H -0.908 1.299 -0.929
H 1.168 1.320 0.160
H -0.465 -1.306 -1.944
H -0.763 -1.246 -0.351
H -1.738 -0.822 -2.719

Output
HOMO (eV): -9.43
SMILES string: O=C/N=C\N1CC1
Gap between HOMO and LUMO (hartree): 0.3773
ΔE to the lowest compared entry with this formula, charge and spin (kcal/mol): 79.0

Entry from OMol25: C4H6N2O in the gas phase at a distorted geometry (wB97M-V/def2-TZVPD).

Element x y z (Å)
1 C 2.01030 0.47903 0.12720
2 C 0.59893 -0.01352 0.05914
3 C 0.15265 -1.29288 0.18809
4 N -1.38103 -1.10174 0.08275
5 C -1.50482 0.22522 -0.09718
6 O -2.68498 0.83720 -0.29440
7 N -0.39705 0.90849 -0.10848
8 H 2.18122 0.91156 1.12046
9 H 2.13678 1.26909 -0.61650
10 H 2.76735 -0.29435 -0.03562
11 H 0.81465 -2.10299 -0.17580
12 H -2.28745 -1.57233 0.25923
13 H -2.40657 1.74719 -0.50889

Forces on the atoms, in the same order (eV/Å):
C 0.018 -0.017 -0.057
C 0.185 -0.089 0.142
C -1.679 0.425 -0.691
N 1.097 0.274 -0.336
C 0.550 0.242 -0.046
O 0.121 -0.134 0.073
N -0.065 0.226 0.126
H 0.017 -0.010 -0.201
H 0.094 -0.063 0.114
H -0.249 0.013 0.013
H -1.380 -0.124 0.818
H 1.654 -0.503 -0.123
H -0.362 -0.239 0.169

Output
HOMO (eV): -8.44
SMILES string: Cc1c[nH]c(O)n1
Gap between HOMO and LUMO (hartree): 0.3410
ΔE to the lowest compared entry with this formula, charge and spin (kcal/mol): 27.2

Entry from OMol25: 2 unconnected molecules or ions with the total composition C4H6N2O (wB97M-V/def2-TZVPD).

Element x y z (Å)
1 N 1.00350 1.26544 1.32261
2 C 0.53194 0.32810 0.43514
3 C -0.17422 0.67363 -0.78587
4 N -0.03104 -0.50707 -1.61520
5 C -0.26022 -1.40042 -0.57056
6 O -1.54226 -1.57003 -0.44040
7 C 0.54246 -1.04504 0.55657
8 H 0.63126 2.19662 1.21242
9 H 1.04949 0.97790 2.28891
10 H -0.01795 1.64199 -1.25918
11 H -0.79742 -0.59303 -2.27507
12 H -1.60611 -0.26228 -0.36331
13 H 0.62903 -1.62007 1.46908

Forces on the atoms, in the same order (eV/Å):
N -0.132 0.040 0.117
C -0.002 -0.016 -0.141
C 0.317 0.292 0.034
N -0.173 -0.104 -0.072
C -0.110 0.076 0.114
O -0.033 0.072 0.067
C -0.013 0.017 0.055
H 0.055 -0.069 -0.017
H 0.020 0.010 -0.088
H -0.019 -0.042 0.100
H 0.099 0.010 0.059
H 0.021 -0.361 -0.064
H -0.031 0.074 -0.164

Output
HOMO (eV): -8.44
Gap between HOMO and LUMO (hartree): 0.3236
ΔE to the lowest compared entry with this formula, charge and spin (kcal/mol): 112.5

Entry from OMol25: C4H6N2O in the gas phase at a distorted geometry (wB97M-V/def2-TZVPD).

Element x y z (Å)
1 N -0.14258 0.73529 -0.44588
2 C 1.20751 0.53942 -0.30354
3 C 1.41447 -1.08371 0.94477
4 C -1.19077 -0.04823 0.01533
5 C -2.44667 0.38139 0.08286
6 N 1.69935 -0.85658 -0.30086
7 O 2.00966 1.40469 -0.60580
8 H -0.36564 1.68440 -0.72087
9 H 2.61338 -1.01295 -0.74977
10 H 2.02868 -1.87107 1.41055
11 H -0.87207 -0.99421 0.43080
12 H -3.20968 -0.22848 0.53404
13 H -2.74563 1.35006 -0.29163

Forces on the atoms, in the same order (eV/Å):
N 0.110 0.140 0.168
C 0.834 0.073 -3.967
C -0.011 -1.675 1.686
C -0.254 -0.042 0.613
C 0.140 -0.108 -0.151
N -0.243 2.249 0.873
O -0.369 -0.325 1.077
H 0.188 -0.103 0.231
H -0.408 -0.177 -0.115
H 0.235 -0.042 -0.219
H -0.189 0.053 -0.122
H -0.057 -0.163 -0.076
H 0.023 0.119 0.002

Output
HOMO (eV): -8.71
Gap between HOMO and LUMO (hartree): 0.3414
ΔE to the lowest compared entry with this formula, charge and spin (kcal/mol): 93.2

Entry from OMol25: C4H6N2O in the gas phase at a distorted geometry (wB97M-V/def2-TZVPD).

Element x y z (Å)
1 H -2.00841 1.24997 -1.27075
2 N -0.99518 1.19439 -1.26834
3 C -0.51447 1.23976 -0.10377
4 C -1.30529 1.35224 1.12926
5 N -1.96182 1.41311 2.08094
6 O 0.79692 1.02268 0.09397
7 C 0.98444 -0.40326 0.27960
8 C 0.36165 -1.29093 -0.84381
9 H 2.07164 -0.49098 0.38287
10 H 0.56019 -0.66526 1.25911
11 H -0.45272 -0.86658 -1.44723
12 H 1.11180 -1.58051 -1.57838
13 H -0.07752 -2.17986 -0.38494

Forces on the atoms, in the same order (eV/Å):
H -0.158 0.342 0.088
N -0.148 0.433 0.359
C -0.308 -0.033 -0.431
C -0.692 0.141 0.781
N 0.719 -0.056 -0.979
O -0.195 0.067 -0.116
C -0.081 -0.491 -0.117
C 0.345 -0.168 0.179
H -0.321 -0.235 -0.291
H -0.050 0.010 -0.191
H 0.455 0.207 0.578
H 0.118 -0.126 0.156
H 0.319 -0.090 -0.015

Output
HOMO (eV): -11.26
SMILES string: [H]/N=C(\C#N)OCC
Gap between HOMO and LUMO (hartree): 0.4178
ΔE to the lowest compared entry with this formula, charge and spin (kcal/mol): 52.5

Entry from OMol25: a molecular structure, C4H6N2O (wB97M-V/def2-TZVPD).

Element x y z (Å)
1 C 2.11631 -0.13858 0.02995
2 C 0.63115 -0.02126 0.25570
3 N -0.11311 -0.90462 -0.46225
4 C -1.26817 -0.47621 -1.17756
5 C -1.70789 0.07649 -0.10980
6 O -2.64913 0.39865 0.74026
7 N 0.01353 0.73594 1.10053
8 H 2.31448 -0.28320 -1.03625
9 H 2.46258 -1.02974 0.55883
10 H 2.67325 0.73320 0.38531
11 H -1.54220 -0.79049 -2.17902
12 H -3.48717 0.26152 0.26832
13 H 0.58672 1.42418 1.59172

Forces on the atoms, in the same order (eV/Å):
C 0.072 -0.028 0.046
C -0.100 -0.108 0.185
N 0.227 -0.170 0.093
C -0.241 0.200 0.234
C -0.212 0.136 -0.417
O -0.023 0.048 -0.283
N 0.266 -0.020 -0.188
H 0.007 0.019 0.201
H 0.123 0.088 -0.062
H -0.182 -0.165 0.049
H 0.148 0.286 0.099
H -0.122 -0.300 0.377
H 0.037 0.016 -0.334

Output
HOMO (eV): -7.92
Gap between HOMO and LUMO (hartree): 0.3091
ΔE to the lowest compared entry with this formula, charge and spin (kcal/mol): 131.5

Entry from OMol25: a molecular structure, C4H6N2O (wB97M-V/def2-TZVPD).

Element x y z (Å)
1 C -0.21454 1.77216 1.33403
2 O 0.28055 0.41357 1.36026
3 C -0.04117 -0.35802 0.18214
4 C 1.12676 -0.59545 -0.45374
5 N 0.62835 -1.40206 -1.47018
6 C -0.73200 -1.52885 -1.33116
7 N -1.19398 -0.87681 -0.27692
8 H 0.11621 2.26119 0.41309
9 H 0.17557 2.26881 2.22251
10 H -1.30230 1.70856 1.36661
11 H 1.33566 0.26210 0.88375
12 H 1.16467 -1.82589 -2.21151
13 H -1.34379 -2.09932 -2.01889

Forces on the atoms, in the same order (eV/Å):
C -0.103 0.157 0.034
O 0.155 -0.054 -0.054
C 0.259 0.033 0.016
C -0.334 -0.146 -0.142
N -0.084 -0.058 -0.114
C 0.030 -0.087 -0.124
N 0.240 -0.014 -0.033
H -0.034 -0.082 0.141
H -0.067 -0.037 -0.133
H 0.139 0.076 -0.004
H -0.210 0.052 0.184
H -0.100 0.076 0.127
H 0.108 0.084 0.101

Output
HOMO (eV): -8.26
Gap between HOMO and LUMO (hartree): 0.3365
ΔE to the lowest compared entry with this formula, charge and spin (kcal/mol): 113.9